1.
Computed, not measured: a single C14H13F3N2 molecule, with the ωB97M-V functional and the def2-TZVPD basis.

Its SMILES is FC(F)(F)c1ccccc1CNCc1ccncc1. The HOMO energy is -9.38 eV. Its gap between HOMO and LUMO is 10.0 eV.

Last columns: bonded neighbours and bond lengths (Å).
Atoms and positions in Å:
1 F -1.126 2.788 -0.943  C2 1.347
2 C -0.870 2.327 0.298  F1 1.347, F3 1.348, F4 1.341, C5 1.504
3 F -1.737 1.318 0.509  C2 1.348
4 F -1.242 3.307 1.133  C2 1.341
5 C 0.566 1.918 0.479  C2 1.504, C6 1.390, C10 1.397
6 C 1.281 2.463 1.539  C5 1.390, C7 1.382, H20 1.079
7 C 2.608 2.126 1.730  C6 1.382, C8 1.384, H21 1.079
8 C 3.224 1.256 0.848  C7 1.384, C9 1.382, H22 1.080
9 C 2.510 0.716 -0.205  C8 1.382, C10 1.391, H23 1.081
10 C 1.167 1.022 -0.408  C5 1.397, C9 1.391, C11 1.516
11 C 0.411 0.380 -1.554  C10 1.516, N12 1.449, H24 1.091, H25 1.095
12 N 0.736 -1.007 -1.823  C11 1.449, C13 1.456, H26 1.014
13 C 0.529 -1.896 -0.689  N12 1.456, C14 1.504, H27 1.096, H28 1.104
14 C -0.918 -1.907 -0.275  C13 1.504, C15 1.391, C19 1.388
15 C -1.924 -2.059 -1.222  C14 1.391, C16 1.384, H29 1.079
16 C -3.241 -2.065 -0.796  C15 1.384, N17 1.323, H30 1.082
17 N -3.599 -1.941 0.471  C16 1.323, C18 1.320
18 C -2.643 -1.793 1.370  N17 1.320, C19 1.386, H31 1.082
19 C -1.294 -1.766 1.054  C14 1.388, C18 1.386, H32 1.080
20 H 0.795 3.152 2.213  C6 1.079
21 H 3.156 2.547 2.558  C7 1.079
22 H 4.264 0.995 0.980  C8 1.080
23 H 3.008 0.045 -0.889  C9 1.081
24 H -0.664 0.417 -1.369  C11 1.091
25 H 0.607 0.950 -2.468  C11 1.095
26 H 1.686 -1.099 -2.164  N12 1.014
27 H 0.809 -2.903 -1.016  C13 1.096
28 H 1.152 -1.636 0.184  C13 1.104
29 H -1.671 -2.159 -2.266  C15 1.079
30 H -4.055 -2.177 -1.501  C16 1.082
31 H -2.976 -1.687 2.394  C18 1.082
32 H -0.551 -1.634 1.827  C19 1.080

2.
Computed, not measured: 2 unconnected molecules or ions with the total composition C4H13N4O in a non-equilibrium geometry, with the ωB97M-V functional and the def2-TZVPD basis.

The HOMO energy is -13.39 eV. As for the net charge: +1. Its gap between HOMO and LUMO is 10.8 eV.

Last columns: bonded neighbours and bond lengths (Å).
Atoms and positions in Å:
1 C 0.679 -1.900 3.129  N4 1.473, H11 1.093, H12 1.080, H13 1.091
2 C 0.106 -1.550 0.702  N3 1.335, N4 1.330, N5 1.326
3 N 0.529 -1.570 -0.564  C2 1.335, H6 1.007, H7 1.023
4 N 0.973 -1.699 1.700  C1 1.473, C2 1.330, H8 1.007
5 N -1.189 -1.426 0.961  C2 1.326, H9 1.004, H10 0.987
6 H 1.494 -1.325 -0.713  N3 1.007
7 H -0.081 -1.117 -1.248  N3 1.023
8 H 1.922 -1.914 1.441  N4 1.007
9 H -1.580 -1.283 1.875  N5 1.004
10 H -1.852 -1.427 0.230  N5 0.987
11 H 1.508 -1.389 3.625  C1 1.093
12 H 0.523 -2.947 3.345  C1 1.080
13 H -0.085 -1.183 3.436  C1 1.091
14 C 0.715 2.346 -2.335  C15 1.505, H18 1.085, H19 1.090, H22 1.080
15 C -0.552 1.835 -1.702  C14 1.505, O16 1.235, N17 1.343
16 O -0.667 0.663 -1.328  C15 1.235
17 N -1.596 2.679 -1.683  C15 1.343, H20 1.005, H21 0.997
18 H 0.535 2.394 -3.404  C14 1.085
19 H 1.515 1.614 -2.231  C14 1.090
20 H -2.440 2.395 -1.218  N17 1.005
21 H -1.534 3.556 -2.152  N17 0.997
22 H 1.075 3.250 -1.866  C14 1.080

3.
Computed, not measured: a single C18H13N3O2 molecule in a non-equilibrium geometry, with the ωB97M-V functional and the def2-TZVPD basis.

Its SMILES is COn1c(-c2ccccc2)c(CO)c2cc(C#N)c(C#N)cc21. The HOMO energy is -8.81 eV. Its gap between HOMO and LUMO is 8.5 eV.

Last columns: bonded neighbours and bond lengths (Å).
Atoms and positions in Å:
1 C 3.062 0.187 -0.585  O2 1.403, H24 1.074, H25 1.067, H26 1.075
2 O 2.233 -0.871 -0.181  C1 1.403, N3 1.434
3 N 0.960 -0.336 0.206  O2 1.434, C4 1.436, C23 1.360
4 C -0.313 -0.666 -0.372  N3 1.436, C5 1.493, C11 1.392
5 C -0.450 -1.465 -1.626  C4 1.493, C6 1.426, C10 1.420
6 C 0.396 -2.611 -1.686  C5 1.426, C7 1.440, H27 1.130
7 C 0.391 -3.352 -2.922  C6 1.440, C8 1.306, H28 1.130
8 C -0.420 -3.168 -3.929  C7 1.306, C9 1.432, H29 1.070
9 C -1.289 -2.037 -3.804  C8 1.432, C10 1.384, H30 1.029
10 C -1.297 -1.170 -2.726  C5 1.420, C9 1.384, H31 1.073
11 C -1.256 0.134 0.268  C4 1.392, C12 1.482, C14 1.480
12 C -2.678 0.446 -0.004  C11 1.482, O13 1.347, H32 1.148, H33 1.059
13 O -3.479 0.230 1.057  C12 1.347, H34 0.953
14 C -0.561 0.888 1.335  C11 1.480, C15 1.318, C23 1.362
15 C -1.010 1.807 2.167  C14 1.318, C16 1.399, H35 1.116
16 C -0.117 2.445 3.035  C15 1.399, C17 1.459, C19 1.397
17 C -0.709 3.486 3.868  C16 1.459, N18 1.133
18 N -1.357 4.380 4.123  C17 1.133
19 C 1.198 1.987 3.137  C16 1.397, C20 1.480, C22 1.376
20 C 2.106 2.806 3.971  C19 1.480, N21 1.177
21 N 2.727 3.453 4.733  C20 1.177
22 C 1.587 0.938 2.334  C19 1.376, C23 1.437, H36 1.088
23 C 0.728 0.453 1.290  N3 1.360, C14 1.362, C22 1.437
24 H 2.711 0.791 -1.401  C1 1.074
25 H 3.974 -0.242 -0.933  C1 1.067
26 H 3.201 0.844 0.254  C1 1.075
27 H 1.268 -2.931 -1.043  C6 1.130
28 H 1.094 -4.213 -3.122  C7 1.130
29 H -0.457 -3.631 -4.893  C8 1.070
30 H -1.718 -1.779 -4.703  C9 1.029
31 H -1.948 -0.319 -2.774  C10 1.073
32 H -2.791 1.552 -0.292  C12 1.148
33 H -2.998 -0.132 -0.831  C12 1.059
34 H -3.309 -0.613 1.467  O13 0.953
35 H -2.036 2.241 2.106  C15 1.116
36 H 2.559 0.471 2.475  C22 1.088

4.
Computed, not measured: 2 unconnected molecules or ions with the total composition C3HF3O in a non-equilibrium geometry, with the ωB97M-V functional and the def2-TZVPD basis.

Its SMILES is O=C(F)F.C#CF. The HOMO energy is -10.95 eV. Its gap between HOMO and LUMO is 11.6 eV.

Last columns: bonded neighbours and bond lengths (Å).
Atoms and positions in Å:
1 O 1.717 1.318 0.218  C2 1.154
2 C 1.625 0.170 0.143  O1 1.154, F3 1.318, F4 1.327
3 F 1.507 -0.671 1.152  C2 1.318
4 F 1.575 -0.474 -1.016  C2 1.327
5 C -1.409 0.474 -0.468  C6 1.197, H8 1.034
6 C -1.683 -0.460 0.230  C5 1.197, F7 1.289
7 F -1.809 -1.484 1.002  C6 1.289
8 H -1.523 1.127 -1.261  C5 1.034

5.
Computed, not measured: 2 unconnected molecules or ions with the total composition C6H8N in a non-equilibrium geometry, with the ωB97M-V functional and the def2-TZVPD basis.

The HOMO energy (alpha / beta) is -13.98 / -13.98 eV. As for the net charge: +1. Its gap between HOMO and LUMO (alpha / beta) is 8.5 / 8.5 eV.

Last columns: bonded neighbours and bond lengths (Å).
Atoms and positions in Å:
1 C -2.715 1.281 -0.205  C3 1.182, H8 1.113
2 C 1.641 2.028 -0.019  C4 1.201, H9 1.057
3 C -1.763 0.638 0.072  C1 1.182
4 C 1.034 0.997 -0.114  C2 1.201, C6 1.415
5 C 0.632 -1.011 1.186  C6 1.448, H10 1.117, H11 1.077, H12 1.088
6 C 0.314 -0.215 0.018  C4 1.415, C5 1.448, N7 1.491
7 N 0.073 -1.021 -1.213  C6 1.491, H13 1.079, H14 1.041, H15 1.017
8 H -3.510 2.037 -0.020  C1 1.113
9 H 2.159 2.909 0.249  C2 1.057
10 H -0.187 -1.247 1.909  C5 1.117
11 H 1.388 -0.528 1.782  C5 1.077
12 H 1.005 -1.988 0.888  C5 1.088
13 H 0.925 -1.636 -1.457  N7 1.079
14 H -0.289 -0.615 -2.101  N7 1.041
15 H -0.706 -1.630 -0.975  N7 1.017

For each record above, in turn, the calculated calculated total energy values are -950.4159; -454.3057; -1008.3078; -489.6538; -287.6485 Ha.